Molecular formula: C35H48BN12O2S3Ti
Method: DFT, wB97M-V/def2-TZVPD

```
! RIJCOSX wB97M-V def2-TZVPD def2/J DEFGRID3
* xyz -1 3
Ti -14.597 -5.535 8.770
S -12.824 -5.786 10.455
S -14.272 -3.189 7.581
S -16.064 -4.235 10.574
O -15.922 -5.481 7.271
O -23.935 -9.077 16.067
N -22.119 -8.300 14.978
N -11.891 -3.148 10.199
N -19.010 -7.153 17.243
N -13.394 -7.174 7.383
N -12.809 -3.558 12.103
N -15.458 -7.623 9.544
N -22.734 -7.420 17.067
N -11.760 -2.224 7.907
N -12.947 -1.096 6.577
N -18.597 -4.864 9.039
N -18.221 -3.554 8.967
N -16.933 -1.837 9.872
C -21.227 -5.507 17.618
C -21.422 -6.885 17.351
C -14.472 -8.588 9.113
C -12.502 -2.250 12.081
C -20.422 -4.903 13.040
C -13.696 -4.111 13.061
C -18.431 -3.959 4.379
C -18.687 -5.396 7.870
C -17.051 -4.046 4.139
C -21.698 -4.905 13.490
C -13.990 -8.455 7.667
C -18.130 -4.776 6.597
C -20.001 -4.999 17.616
C -12.536 -4.110 10.931
C -13.701 -6.725 6.035
C -16.733 -7.776 8.865
C -20.193 -7.233 13.879
C -15.695 -7.771 11.034
C -12.969 -2.186 7.380
C -11.671 -0.549 6.536
C -17.218 -3.234 9.711
C -11.946 -1.967 10.904
C -14.051 -0.669 5.788
C -11.892 -7.195 7.543
C -19.749 -6.122 13.177
C -18.923 -5.820 17.502
C -10.931 -1.295 7.356
C -23.016 -8.328 16.081
C -16.205 -4.566 5.110
C -16.762 -4.967 6.355
C -22.298 -6.017 14.067
C -19.728 -3.798 12.221
C -18.984 -4.327 5.617
C -20.236 -7.649 17.167
C -21.559 -7.186 14.299
B -11.237 -3.352 8.835
H -11.470 -6.221 7.675
H -23.552 -7.263 17.649
H -14.828 -7.637 11.591
H -9.985 -3.138 8.860
H -17.899 -5.444 17.440
H -14.833 -8.573 6.952
H -16.958 -8.845 8.821
H -18.613 -3.971 12.177
H -19.687 -8.201 13.916
H -20.255 -8.775 16.943
H -20.057 -3.958 11.160
H -11.436 -7.764 6.714
H -15.145 -4.680 4.844
H -19.966 -3.896 17.718
H -14.511 0.237 6.180
H -11.679 -7.780 8.456
H -14.940 -9.595 9.255
H -19.976 -4.325 5.858
H -13.317 -5.710 5.875
H -16.565 -7.447 7.787
H -11.551 -4.478 8.397
H -22.124 -4.840 17.733
H -19.167 -3.640 3.596
H -19.185 -6.332 7.877
H -17.049 -1.361 8.982
H -13.315 -7.380 5.207
H -14.796 -6.687 5.889
H -23.376 -6.009 14.303
H -22.366 -4.074 13.166
H -18.748 -6.150 12.738
H -9.888 -1.427 7.463
H -16.085 -8.762 11.201
H -11.497 0.295 5.867
H -11.694 -1.077 10.441
H -17.438 -7.123 9.298
H -16.344 -6.936 11.298
H -22.512 -9.078 14.407
H -13.295 -9.322 7.441
H -20.068 -2.835 12.522
H -14.859 -1.455 5.826
H -13.693 -0.565 4.793
H -12.794 -1.647 12.878
H -14.746 -4.213 12.694
H -13.676 -3.369 13.873
H -15.937 -1.910 10.118
H -16.683 -3.741 3.138
H -13.675 -8.450 9.826
H -13.353 -5.081 13.302
*
```

Energy relative to the best compared isomer or geometry (same formula, charge and spin) (kJ/mol): 17.26
Maximum force (eV Å⁻¹): 4.69
DFT total energy (eV): -115351.2842
Highest occupied orbital energy (alpha / beta) (eV): -2.85 / -4.63
Expectation value of S²: 2.00
Gap between HOMO and LUMO (alpha / beta) (eV): 5.10 / 6.88

***

Molecular formula: C35H48Br2F3NOS
Method: DFT, wB97M-V/def2-TZVPD

```
! RIJCOSX wB97M-V def2-TZVPD def2/J DEFGRID3
* xyz 0 1
Br -7.392 0.423 -4.115
Br -4.087 -0.838 -3.473
S -1.921 6.738 0.932
F -6.538 -0.477 -1.606
F -3.951 1.342 -1.739
F -4.636 1.873 -3.928
O -7.164 7.665 -0.077
N -2.411 4.143 2.764
C 2.135 4.786 1.379
C -3.311 5.515 0.595
C 5.052 -3.334 -0.833
C -4.798 0.941 -2.830
C -6.901 8.934 -0.653
C 0.166 -9.562 0.378
C -5.494 3.373 0.075
C 4.436 3.813 0.295
C 0.192 3.366 2.782
C 4.254 0.218 -1.145
C -3.356 4.281 1.622
C 2.784 2.565 2.875
C 3.775 1.908 3.466
C 3.985 -2.446 -1.659
C 3.700 1.322 -0.096
C -5.419 4.622 -0.883
C 0.241 -10.719 -0.786
C -4.299 5.698 -0.614
C 4.680 -3.593 0.716
C 1.709 3.600 2.323
C 1.633 -7.382 0.158
C 3.387 -4.529 0.962
C 3.421 -1.147 -0.883
C -4.503 3.201 1.324
C 3.617 5.098 0.834
C 1.655 -8.919 0.675
C -6.570 2.195 -0.142
C -6.341 0.716 -2.415
C -0.524 5.578 1.423
C -7.035 1.968 -1.672
C 3.762 -6.121 1.110
C 0.963 5.788 0.936
C -0.991 4.348 2.346
C 3.599 2.826 -0.677
C 3.149 -6.911 -0.182
H -6.981 8.868 -1.741
H 4.354 1.224 0.861
H 2.617 -4.454 0.099
H -8.178 1.729 -1.634
H 4.187 5.662 1.659
H -0.500 -8.688 0.023
H 3.488 5.820 -0.072
H -6.113 1.188 0.235
H 1.308 -10.827 -1.208
H 3.287 -1.271 0.251
H -6.931 2.884 -2.357
H 1.815 -8.957 1.813
H 4.629 1.332 3.995
H -2.537 3.240 3.251
H 2.453 -9.470 0.058
H -4.170 6.620 -1.285
H 4.275 0.562 -2.242
H 4.886 3.290 1.229
H 6.142 -2.953 -0.908
H 4.482 -2.050 -2.640
H 2.488 3.156 -0.819
H 5.346 4.228 -0.302
H -0.145 -11.704 -0.300
H -6.501 7.051 -0.424
H -0.484 -10.368 -1.616
H -7.634 9.649 -0.280
H 1.228 -6.721 1.021
H 5.357 -0.018 -0.836
H -0.266 -10.000 1.359
H 2.902 -4.220 1.977
H -7.482 2.386 0.560
H 4.593 -2.602 1.325
H 0.973 -7.269 -0.777
H -0.023 2.454 3.470
H 4.066 2.880 -1.745
H 2.350 -0.953 -1.311
H -4.624 2.250 1.983
H 4.899 -6.319 1.100
H 5.587 -4.152 1.189
H -5.898 9.264 -0.372
H -6.105 4.791 -1.791
H 3.336 -6.572 2.100
H 3.821 -7.804 -0.500
H 3.089 -3.092 -1.978
H 2.638 0.960 0.234
H 1.161 6.702 0.244
H 5.061 -4.387 -1.344
H 3.105 -6.208 -1.115
*
```

Maximum force (eV Å⁻¹): 6.76
DFT total energy (eV): -199665.0412
SMILES: C#Cc1cc2c(cc1CCCCCCCCCCCCCCCC)Sc1ccc(CC[C@@](F)(Br)C(F)(F)Br)cc1N2.CO
Highest occupied orbital energy (eV): -7.88
Gap between HOMO and LUMO (eV): 7.62

***

Molecular formula: C35H48Br2NOSi
Method: DFT, wB97M-V/def2-TZVPD

```
! RIJCOSX wB97M-V def2-TZVPD def2/J DEFGRID3
* xyz 1 1
Br -2.508 2.809 3.207
Br -5.919 0.822 0.300
Si 3.130 3.710 -1.205
O 0.431 -1.171 4.709
N -3.314 0.132 1.777
C -2.278 -0.241 -1.784
C 0.057 -2.568 4.756
C -4.122 2.466 2.067
C -3.800 -5.350 -1.352
C -2.190 -0.173 0.917
C 1.510 3.947 -0.180
C 0.144 -1.570 0.344
C 1.883 1.950 -3.054
C 5.861 0.080 -0.754
C 6.148 0.097 0.772
C -3.281 -5.415 0.112
C -4.338 1.181 1.459
C 0.289 -3.106 -0.122
C 4.549 2.257 1.058
C 4.256 2.303 -0.472
C 2.737 3.314 -3.068
C 1.126 1.604 -4.433
C -0.313 -3.106 3.257
C -5.114 3.712 1.902
C -1.085 -3.839 -0.473
C -1.952 -4.673 0.522
C -1.967 0.634 -0.467
C -1.411 0.701 -4.180
C -1.308 -1.992 2.642
C -0.442 1.968 -4.362
C 1.256 -3.504 5.356
C 5.481 1.172 1.677
C -1.636 -3.777 -1.953
C -3.527 -0.549 3.062
C 4.928 1.191 -1.348
C 4.149 5.326 -1.062
C -2.959 -4.515 -2.373
C -1.106 -1.264 1.287
C -2.551 -1.629 3.561
C -1.074 -0.158 -2.859
H -0.686 -1.178 -3.205
H 1.053 2.095 -2.255
H -0.730 2.452 -5.376
H -2.527 -1.302 -1.440
H 1.085 -3.559 6.498
H -4.541 4.559 1.371
H 3.715 3.165 -3.644
H 4.717 1.199 -2.474
H 5.253 5.062 -1.226
H -1.626 -4.799 1.605
H -5.376 4.134 2.948
H -1.249 0.006 -5.092
H 0.975 2.967 0.073
H -4.408 -0.256 3.720
H -0.872 1.011 -0.409
H 0.317 -0.848 5.632
H 0.905 -3.088 -1.104
H -0.649 2.718 -3.524
H 1.651 2.147 -5.299
H 0.821 4.670 -0.768
H 2.500 1.046 -2.673
H -0.873 -4.102 3.445
H 6.334 -0.741 -1.413
H 2.067 4.146 -3.480
H 1.180 0.459 -4.612
H 0.634 -3.263 2.643
H -2.708 -2.124 4.573
H -2.603 1.598 -0.513
H -6.075 3.471 1.331
H 1.719 4.475 0.826
H 2.230 -2.944 5.092
H -0.835 -2.727 5.461
H 1.236 -4.565 4.912
H 0.951 -3.705 0.618
H 1.097 -1.323 0.959
H 5.690 1.148 2.798
H -1.091 -3.226 -2.788
H 3.747 6.075 -1.830
H 0.206 -0.921 -0.594
H -3.379 -4.478 -3.447
H -3.826 -6.017 0.932
H -3.209 0.238 -2.282
H 3.980 5.795 -0.015
H -4.750 -5.924 -1.610
H 6.863 -0.708 1.186
H -0.201 0.367 -2.332
H -2.529 0.976 -4.195
H 4.078 3.046 1.732
*
```

Energy relative to the best compared isomer or geometry (same formula, charge and spin) (kJ/mol): 999.40
Maximum force (eV Å⁻¹): 4.98
DFT total energy (eV): -188553.5961
SMILES: C/C(Br)=C(\Br)[n+]1ccc(C[C@@H](C)O)c(CCc2ccccc2)c1CCCCCCCC[Si](C)(C)c1ccccc1
Highest occupied orbital energy (eV): -10.40
Gap between HOMO and LUMO (eV): 6.52